1.
A cluster of 2 separate species, C5H7O2S in total, computed with wB97M-V/def2-TZVPD.

```
! RIJCOSX wB97M-V def2-TZVPD def2/J DEFGRID3
* xyz -1 1
S -0.330 -2.736 -1.077
O 0.479 -3.707 -1.866
O -1.270 -3.394 -0.123
C -1.188 0.766 0.363
C 0.491 2.594 0.095
C 1.756 -1.444 0.757
C 0.956 -2.038 0.081
C -0.390 1.750 -0.416
H -0.931 0.807 1.418
H -0.552 1.737 -1.488
H 2.469 -0.957 1.369
H -2.254 0.957 0.254
H 1.063 3.274 -0.516
H -0.991 -0.240 -0.005
H 0.690 2.630 1.154
*
```

The calculation puts the highest occupied orbital energy at -3.83 eV.



2.
An isolated molecule of C6H11NO2, computed with wB97M-V/def2-TZVPD.

```
! RIJCOSX wB97M-V def2-TZVPD def2/J DEFGRID3
* xyz 0 1
O 2.066 -1.414 -0.623
O 2.659 0.381 0.559
N -0.355 -0.141 -1.452
C 0.549 1.882 -0.216
C -0.715 -1.788 0.479
C 1.790 -0.323 -0.178
C -1.976 0.396 0.372
C -0.770 -0.391 -0.098
C 0.499 0.379 -0.393
H 0.049 -0.952 -1.915
H -0.282 2.339 -0.742
H -0.722 -1.743 1.567
H 3.485 -0.120 0.656
H 0.502 2.144 0.838
H -1.589 -2.348 0.151
H -2.167 1.235 -0.288
H -2.852 -0.250 0.368
H -1.822 0.762 1.385
H 0.174 -2.322 0.154
H 1.476 2.274 -0.626
*
```

As for the SMILES: CC1(C)N[C@]1(C)C(=O)O. The calculation puts the highest occupied orbital energy at -9.45 eV.



3.
A cluster of 2 separate species, C5H16N3 in total in a non-equilibrium geometry, computed with wB97M-V/def2-TZVPD.

```
! RIJCOSX wB97M-V def2-TZVPD def2/J DEFGRID3
* xyz 2 2
N -1.050 -0.532 3.056
N 0.748 0.548 2.262
N 0.326 -1.765 1.612
C 0.872 1.397 -0.101
C -0.363 -0.072 -2.591
C 1.738 0.987 1.107
C 0.016 -0.642 2.309
C -1.473 -0.637 -3.430
H -1.287 0.388 3.409
H 2.362 0.052 0.950
H -1.253 -1.052 -4.389
H 0.285 1.428 2.733
H -2.031 -1.430 -2.893
H 0.156 0.800 -2.978
H 1.186 2.361 -0.525
H -2.006 0.276 -3.591
H -0.137 1.652 0.255
H -0.119 -2.617 1.853
H 2.208 1.856 1.403
H 0.457 -0.743 -2.191
H -0.792 0.171 -1.663
H 1.011 -1.828 0.925
H 0.670 0.699 -0.898
H -1.527 -1.297 3.376
*
```

The calculation puts the highest occupied orbital energy (spin up / spin down) at -17.19 / -17.18 eV.



4.
An isolated molecule of C4H6BrN3O in a non-equilibrium geometry, computed with wB97M-V/def2-TZVPD.

```
! RIJCOSX wB97M-V def2-TZVPD def2/J DEFGRID3
* xyz 0 1
Br -0.460 -0.494 -2.597
O 1.144 2.361 0.772
N 1.118 2.273 -0.450
N 0.786 1.340 -1.231
N 1.874 4.174 -1.824
C 0.970 -0.822 -0.193
C 1.535 3.337 -1.148
C -1.225 0.465 0.023
C 0.076 0.137 -0.739
H -0.934 0.381 1.153
H -1.419 1.595 -0.092
H -2.046 -0.130 -0.231
H 1.284 -0.652 0.836
H 1.899 -1.057 -0.917
H 0.417 -1.727 -0.180
*
```

As for the SMILES: CC(C)(Br)/N=[N+](\[O-])C#N. The calculation puts the highest occupied orbital energy at -10.37 eV.